Run 1
A single C2H5NO2 molecule. Source: OMol25; level of theory: the ωB97M-V functional and the def2-TZVPD basis.

The value obtained for the frontier orbital gap is 10.66 eV. Its net charge is 0.

Last column: Löwdin charge in e.
Element x y z (Å)
1 C -1.36 -0.06 0.37  -0.078
2 N 0.10 -0.24 0.50  0.004
3 C 1.22 0.16 -0.16  -0.613
4 O 0.91 0.53 -1.45  0.074
5 O 2.36 0.00 0.18  0.082
6 H -1.82 -0.83 -0.25  0.075
7 H -1.80 -0.18 1.33  0.056
8 H -1.58 1.06 0.02  0.133
9 H 0.27 -0.76 1.39  0.155
10 H 1.70 0.31 -1.94  0.112


Run 2
A single C2H5NO2 molecule. Source: OMol25; level of theory: the ωB97M-V functional and the def2-TZVPD basis.

The value obtained for the frontier orbital gap is 10.54 eV. Its net charge is 0.

Last column: Löwdin charge in e.
Element x y z (Å)
1 C 1.28 0.41 0.13  -0.280
2 C -0.25 0.63 -0.11  -0.057
3 H 0.56 -1.36 -0.25  0.152
4 H 1.58 0.58 1.15  0.108
5 H 1.83 0.94 -0.67  0.112
6 H -0.82 1.63 -0.17  0.148
7 H -2.55 -1.22 -0.36  0.211
8 N -0.93 -0.47 0.24  -0.090
9 O 1.57 -0.94 -0.02  -0.157
10 O -2.29 -0.20 0.06  -0.147


Run 3
A single C2H5NO2 molecule. Source: OMol25; level of theory: the ωB97M-V functional and the def2-TZVPD basis.

The value obtained for the frontier orbital gap is 10.86 eV. Its net charge is 0.

Last column: Löwdin charge in e.
Element x y z (Å)
1 O 0.74 1.24 1.10  0.061
2 C -0.14 0.42 0.82  -0.452
3 O -1.13 0.10 1.83  0.031
4 C -0.36 -0.07 -0.56  -0.183
5 N 0.89 -0.84 -0.86  0.001
6 H -0.64 0.44 2.63  0.125
7 H -1.33 -0.40 -0.76  0.096
8 H -0.22 0.93 -1.18  0.161
9 H 0.67 -1.57 -1.50  0.050
10 H 1.51 -0.25 -1.51  0.110


Run 4
A molecular structure, C2H5NO2. Source: OMol25; level of theory: the ωB97M-V functional and the def2-TZVPD basis.

The value obtained for the frontier orbital gap is 9.99 eV. Its net charge is 0.

Last column: Löwdin charge in e.
Element x y z (Å)
1 C 1.31 0.16 0.01  -0.096
2 N 0.08 -0.56 0.24  -0.028
3 C -1.18 -0.25 0.05  -0.641
4 O -1.69 0.95 -0.22  0.154
5 O -1.88 -1.31 0.06  0.020
6 H -0.98 1.61 -0.24  0.116
7 H -0.58 -1.68 0.19  0.237
8 H 1.19 1.23 0.24  0.077
9 H 1.66 0.07 -1.02  0.082
10 H 2.08 -0.23 0.68  0.078


Which one sits at the top of the stability order? run 1 does.


Run 1
2 unconnected molecules or ions with the total composition C2H5NO2. Source: OMol25; level of theory: the ωB97M-V functional and the def2-TZVPD basis.

The value obtained for the frontier orbital gap is 10.98 eV. Its net charge is 0.

Last column: Löwdin charge in e.
Element x y z (Å)
1 O -1.55 1.29 0.16  -0.024
2 C -0.58 1.99 0.07  -0.151
3 H -0.45 2.75 0.90  0.093
4 H 0.18 2.02 -0.70  0.072
5 C 1.06 -1.25 -0.20  -0.405
6 N -0.25 -1.71 -0.21  0.102
7 O 1.40 -0.22 0.30  0.019
8 H 1.75 -2.05 -0.61  0.130
9 H -0.37 -2.66 -0.52  0.078
10 H -1.07 -1.14 -0.39  0.085


Run 2
A single C2H5NO2 molecule. Source: OMol25; level of theory: the ωB97M-V functional and the def2-TZVPD basis.

The value obtained for the frontier orbital gap is 10.13 eV. Its net charge is 0.

Last column: Löwdin charge in e.
Element x y z (Å)
1 C 0.01 -0.67 0.12  -0.225
2 C -1.17 0.10 0.13  -0.622
3 H 1.31 0.82 -0.89  0.097
4 H 2.07 0.03 0.65  0.184
5 H -0.26 -1.57 -0.51  0.148
6 H -0.18 -1.17 1.08  0.155
7 H 0.15 1.39 -0.32  0.178
8 N 1.27 0.02 -0.20  -0.024
9 O -0.89 1.36 0.13  0.070
10 O -2.31 -0.32 -0.21  0.041


Run 3
A single C2H5NO2 molecule. Source: OMol25; level of theory: the ωB97M-V functional and the def2-TZVPD basis.

The value obtained for the frontier orbital gap is 9.09 eV. Its net charge is 0.

Last column: Löwdin charge in e.
Element x y z (Å)
1 C -0.49 -1.15 -0.04  0.023
2 C -0.17 0.30 -0.10  -0.472
3 O -1.14 1.14 0.09  -0.084
4 O -0.47 1.77 1.34  -0.217
5 N 1.04 0.71 -0.48  0.208
6 H 1.24 1.68 -0.31  0.128
7 H 1.81 0.06 -0.49  0.122
8 H 0.33 -1.79 -0.35  0.084
9 H -0.76 -1.37 1.00  0.107
10 H -1.38 -1.34 -0.65  0.101


Which one sits at the top of the stability order? run 1 does.


Run 1
A single C3H3NO2 molecule. Source: OMol25; level of theory: the ωB97M-V functional and the def2-TZVPD basis.

The value obtained for the frontier orbital gap is 9.66 eV. Its net charge is 0.

Last column: Löwdin charge in e.
Element x y z (Å)
1 C 0.55 -0.04 2.62  0.162
2 C 0.51 0.15 1.44  0.002
3 C 0.36 0.41 0.01  -0.422
4 N -0.59 -0.51 -1.91  0.021
5 O 0.83 1.20 -0.74  0.138
6 O -0.51 -0.63 -0.53  -0.095
7 H 0.87 -0.14 3.62  0.038
8 H -0.54 0.42 -2.24  0.058
9 H -1.49 -0.86 -2.26  0.097


Run 2
A single C3H3NO2 molecule. Source: OMol25; level of theory: the ωB97M-V functional and the def2-TZVPD basis.

The value obtained for the frontier orbital gap is 10.15 eV. Its net charge is 0.

Last column: Löwdin charge in e.
Element x y z (Å)
1 O 1.41 -0.22 -0.69  0.044
2 C 0.19 -0.25 -0.05  -0.346
3 C -0.42 1.12 0.03  -0.175
4 O 0.24 2.09 -0.29  0.074
5 C -0.58 -1.45 -0.07  -0.246
6 N -1.15 -2.44 0.12  0.163
7 H 1.70 0.71 -0.69  0.113
8 H 0.00 -0.83 1.13  0.235
9 H -1.42 1.19 0.46  0.138


Run 3
A single C3H3NO2 molecule. Source: OMol25; level of theory: the ωB97M-V functional and the def2-TZVPD basis.

The value obtained for the frontier orbital gap is 11.50 eV. Its net charge is 0.

Last column: Löwdin charge in e.
Element x y z (Å)
1 C 2.20 0.07 -0.01  -0.130
2 C -0.14 0.81 -0.21  -0.013
3 C 0.86 -0.25 0.29  -0.487
4 N 3.25 0.36 -0.26  0.206
5 O 0.05 0.48 1.16  0.031
6 O 0.60 -1.65 0.18  0.049
7 H 0.14 1.72 -0.42  0.063
8 H -1.18 0.51 -0.49  0.141
9 H -0.40 -1.71 0.19  0.140


Which one sits at the top of the stability order? run 3 does.